{"formula": "C4H9N2", "method": "wB97M-V/def2-TZVPD", "elements": ["C", "C", "C", "C", "N", "N", "H", "H", "H", "H", "H", "H", "H", "H", "H"], "coordinates": [[-2.69657, -1.75196, -0.02290], [-2.36295, -0.50156, -0.28461], [0.30110, -0.29059, 0.60315], [2.86445, 1.60762, -0.18132], [1.11089, 0.66478, 0.76117], [1.55988, 1.64661, 0.29936], [-3.44369, -2.14372, -0.78941], [-2.35477, -2.47966, 0.65508], [-1.53017, 0.03082, 0.07449], [0.19286, -0.95758, -0.26457], [-0.40457, -0.35330, 1.48766], [-2.88233, -0.06491, -1.23620], [3.12275, 2.52164, -0.70744], [3.70173, 1.26301, 0.62996], [2.82139, 0.80880, -1.02441]], "atomic_forces_ev_per_a": [[-1.77, -0.14, -2.61], [-1.66, -0.02, -3.13], [-1.23, -0.07, 3.44], [4.44, -1.35, 0.05], [-1.89, -1.51, -1.47], [-0.30, 0.97, -0.99], [0.78, 0.23, 1.52], [0.66, -0.38, 1.07], [0.00, 0.96, 0.67], [0.33, 0.82, 0.01], [1.32, -1.16, -0.70], [1.11, -0.38, 2.11], [0.05, 0.22, 0.58], [-1.98, 0.85, -2.00], [0.14, 0.96, 1.44]], "nbo_charge": [-0.365, -0.398, -0.090, -0.510, 0.052, 0.113, 0.224, 0.207, 0.139, 0.298, 0.279, 0.229, 0.265, 0.282, 0.273], "e_homo_ha": -0.513, "multiplicity": 1, "gap_ha": 0.2716, "de_lowest_kcal_mol": 161.2, "lumo_energy_ev": -6.562, "charge": 1, "e_tot_ha": -266.842325}

=====

{"formula": "C30H59ClN4O2", "method": "wB97M-V/def2-TZVPD", "elements": ["C", "C", "Cl", "C", "C", "C", "C", "C", "C", "C", "N", "C", "C", "C", "O", "O", "H", "H", "H", "H", "H", "H", "H", "H", "H", "H", "H", "H", "H", "H", "C", "C", "N", "C", "C", "C", "C", "H", "H", "H", "H", "H", "H", "H", "H", "H", "H", "H", "H", "H", "H", "H", "C", "C", "N", "C", "C", "C", "C", "H", "H", "H", "H", "H", "H", "H", "H", "H", "H", "H", "H", "H", "H", "H", "C", "C", "N", "C", "C", "C", "C", "H", "H", "H", "H", "H", "H", "H", "H", "H", "H", "H", "H", "H", "H", "H"], "coordinates": [[-4.01733, -4.84647, -2.98804], [-3.92226, -4.27690, -4.40712], [-2.28781, -4.59654, -5.06984], [-4.19386, -2.77632, -4.47478], [-3.24699, -1.93922, -3.63189], [-3.85371, -0.82414, -2.76030], [-2.81508, 0.33506, -2.88332], [-2.42048, 0.89763, -1.54204], [-1.18329, 0.69220, -0.94204], [-0.96240, 1.20551, 0.33066], [-1.85545, 1.89565, 1.03114], [-3.03318, 2.09853, 0.43998], [-3.35921, 1.63103, -0.81797], [-1.71829, -0.30506, -3.72311], [-0.55056, -0.03953, -3.76120], [-2.28484, -1.27444, -4.49041], [-4.71944, -4.25228, -2.39475], [-3.05087, -4.78829, -2.48445], [-4.34073, -5.88493, -2.99923], [-4.63664, -4.79304, -5.04747], [-4.14905, -2.43539, -5.50999], [-5.21964, -2.62071, -4.12083], [-2.65263, -2.57547, -2.96803], [-4.86690, -0.52456, -3.02230], [-3.88032, -1.18218, -1.72777], [-3.28853, 1.10865, -3.49391], [-0.40745, 0.14306, -1.45432], [-0.00047, 1.02998, 0.80285], [-3.76553, 2.66267, 1.00815], [-4.34299, 1.83030, -1.22951], [2.58378, -2.16551, 5.36775], [2.92067, -0.69806, 5.58429], [3.02516, 0.04904, 4.34409], [3.63344, 1.35793, 4.50198], [2.89477, 2.40490, 5.34490], [1.86124, -0.01166, 3.47678], [0.51199, 0.44184, 4.04931], [3.28754, -2.62249, 4.67094], [2.64220, -2.70062, 6.31634], [1.57453, -2.30267, 4.97833], [3.89305, -0.63003, 6.07975], [2.18795, -0.26680, 6.28579], [3.81068, 1.76569, 3.50296], [4.62416, 1.19945, 4.93949], [2.01945, 2.80181, 4.83187], [3.56126, 3.24525, 5.54854], [2.57515, 2.00016, 6.30593], [1.75410, -1.04149, 3.12611], [2.09158, 0.57130, 2.58069], [0.32627, 0.01886, 5.03755], [-0.29549, 0.11369, 3.39175], [0.44016, 1.52599, 4.12268], [1.04439, -3.60217, -2.71751], [2.26675, -4.45296, -2.41537], [1.96358, -5.87290, -2.36101], [3.03544, -6.67412, -1.79978], [4.36524, -6.74144, -2.56091], [1.30197, -6.41691, -3.53554], [1.99781, -6.25643, -4.89334], [0.23796, -3.83029, -2.01718], [1.28847, -2.54299, -2.62739], [0.67363, -3.76007, -3.73071], [2.66407, -4.17286, -1.43581], [3.05399, -4.20871, -3.14689], [2.65410, -7.68911, -1.65662], [3.23351, -6.28543, -0.79586], [4.29297, -7.35052, -3.46115], [5.12859, -7.19191, -1.92352], [4.71963, -5.75007, -2.84519], [0.31203, -5.95947, -3.60632], [1.11603, -7.47692, -3.34392], [2.36114, -5.23866, -5.04286], [1.28820, -6.47041, -5.69499], [2.84016, -6.93642, -5.01320], [-0.37997, 4.62723, 2.29979], [-0.04182, 6.09188, 2.52691], [0.10341, 6.83515, 1.28686], [0.69983, 8.14644, 1.46023], [-0.07162, 9.19177, 2.27550], [-1.02607, 6.75893, 0.37665], [-2.39974, 7.20479, 0.89555], [0.34048, 4.16155, 1.62570], [-0.35817, 4.08820, 3.24812], [-1.37486, 4.49027, 1.88055], [0.91349, 6.16213, 3.05497], [-0.79703, 6.52742, 3.20195], [0.90991, 8.55228, 0.46664], [1.67542, 7.99395, 1.93243], [-0.93170, 9.58293, 1.73326], [0.58299, 10.03625, 2.49969], [-0.42060, 8.78676, 3.22604], [-1.11210, 5.72459, 0.03452], [-0.76786, 7.33689, -0.51445], [-2.61487, 6.78428, 1.87903], [-3.17884, 6.85753, 0.21376], [-2.48762, 8.28813, 0.96543]], "atomic_forces_ev_per_a": [[0.13, 0.31, 0.02], [-0.19, 0.12, 0.31], [0.08, -0.21, -0.19], [-0.20, -0.06, 0.15], [-0.03, 0.17, -0.15], [0.45, -0.06, 0.37], [-0.54, -0.54, 0.34], [0.12, 0.20, 0.06], [-0.23, -0.06, -0.10], [0.13, -0.12, -0.02], [-0.04, -0.08, -0.15], [-0.08, 0.08, 0.16], [0.03, -0.07, -0.18], [0.43, 0.34, -0.29], [-0.53, 0.05, -0.17], [0.16, -0.18, 0.40], [-0.11, -0.18, -0.08], [-0.06, -0.06, -0.03], [0.05, -0.01, 0.03], [0.15, 0.04, -0.11], [0.02, 0.04, 0.03], [0.05, -0.02, -0.05], [-0.07, -0.12, -0.13], [0.07, -0.02, -0.28], [-0.13, 0.10, -0.06], [0.32, 0.12, -0.03], [0.05, 0.04, 0.05], [-0.03, 0.07, 0.06], [0.03, 0.02, 0.02], [0.04, 0.01, 0.02], [0.02, 0.00, 0.03], [-0.03, -0.02, 0.03], [0.00, 0.01, 0.01], [0.10, 0.07, -0.01], [0.02, 0.03, -0.03], [-0.12, -0.07, -0.10], [0.01, 0.06, -0.11], [-0.01, 0.01, -0.02], [0.00, 0.00, 0.00], [0.00, 0.00, -0.01], [0.00, 0.03, 0.01], [0.01, 0.00, -0.01], [-0.03, -0.01, -0.01], [-0.02, -0.03, 0.03], [-0.02, -0.03, 0.01], [0.00, 0.00, 0.00], [0.00, -0.01, 0.00], [0.03, -0.02, 0.05], [0.02, 0.05, 0.03], [0.01, -0.03, 0.00], [-0.01, 0.00, 0.01], [0.00, -0.01, 0.06], [-0.05, 0.07, 0.01], [0.00, 0.02, -0.04], [0.02, 0.03, 0.00], [0.04, -0.06, 0.09], [0.00, -0.04, 0.02], [-0.11, -0.04, -0.08], [-0.01, -0.05, 0.00], [-0.01, -0.03, -0.01], [0.02, 0.00, -0.01], [-0.02, 0.01, 0.00], [0.02, -0.02, 0.00], [0.00, -0.01, 0.01], [-0.01, 0.00, -0.03], [0.00, 0.04, -0.02], [-0.01, 0.03, -0.02], [0.00, 0.00, 0.00], [-0.01, 0.01, 0.00], [0.01, 0.04, 0.02], [0.05, -0.01, 0.01], [-0.02, 0.01, 0.00], [0.00, 0.00, 0.00], [0.03, 0.04, 0.02], [0.06, 0.04, 0.09], [-0.03, -0.04, 0.00], [-0.02, 0.01, 0.04], [0.09, 0.07, -0.02], [0.02, 0.03, -0.03], [-0.07, -0.05, -0.11], [0.00, 0.02, -0.05], [-0.01, 0.01, -0.03], [-0.01, -0.01, 0.00], [-0.01, -0.02, -0.01], [0.01, 0.02, 0.00], [0.01, 0.00, -0.01], [-0.03, -0.01, -0.01], [-0.02, -0.03, 0.03], [-0.02, -0.03, 0.01], [0.00, 0.00, 0.00], [0.00, -0.01, 0.00], [0.02, -0.02, 0.04], [0.01, 0.04, 0.03], [0.00, -0.02, 0.00], [0.00, 0.00, -0.01], [0.02, 0.00, 0.05]], "lowdin_charge": [-0.119, -0.713, 0.638, -0.176, -0.300, -0.052, -0.139, -0.174, 0.008, -0.129, 0.067, -0.143, -0.024, -0.429, 0.150, 0.036, 0.082, 0.064, 0.078, 0.097, 0.126, 0.122, 0.138, 0.121, 0.129, 0.165, 0.105, 0.100, 0.106, 0.117, -0.092, -0.278, -0.202, -0.250, -0.083, -0.250, -0.078, 0.080, 0.071, 0.063, 0.116, 0.102, 0.111, 0.108, 0.049, 0.070, 0.066, 0.101, 0.108, 0.067, 0.064, 0.048, -0.091, -0.273, -0.202, -0.254, -0.086, -0.247, -0.079, 0.077, 0.071, 0.056, 0.117, 0.104, 0.110, 0.108, 0.054, 0.069, 0.066, 0.081, 0.114, 0.067, 0.070, 0.054, -0.100, -0.272, -0.202, -0.253, -0.087, -0.247, -0.083, 0.079, 0.066, 0.046, 0.116, 0.102, 0.110, 0.108, 0.054, 0.069, 0.065, 0.099, 0.113, 0.065, 0.069, 0.053], "e_homo_ha": -0.292, "multiplicity": 1, "gap_ha": 0.3084, "lumo_energy_ev": 0.436, "e_tot_ha": -2008.146026}

=====

{"formula": "C34H49AlN7O5SSe", "method": "wB97M-V/def2-TZVPD", "elements": ["Al", "N", "N", "C", "N", "S", "H", "H", "H", "H", "H", "C", "C", "N", "C", "C", "N", "C", "O", "O", "C", "O", "O", "H", "H", "H", "H", "H", "C", "C", "C", "C", "N", "C", "Se", "N", "C", "C", "C", "C", "C", "C", "C", "C", "C", "C", "H", "H", "H", "H", "H", "H", "H", "H", "H", "H", "H", "H", "H", "H", "H", "H", "H", "H", "H", "H", "H", "H", "C", "C", "C", "C", "C", "C", "C", "C", "C", "C", "C", "C", "O", "H", "H", "H", "H", "H", "H", "H", "H", "H", "H", "H", "H", "H", "H", "H", "H", "H"], "coordinates": [[-1.59037, -0.01594, 2.51200], [-1.14512, -0.36307, 0.41791], [-2.27368, -0.68552, -0.40255], [-3.25320, -1.45283, 0.07757], [-4.23359, -1.89520, -0.70555], [-3.26781, -1.62913, 1.85969], [-0.69552, 0.50025, 0.07624], [-0.38648, -1.05542, 0.34005], [-2.19128, -0.44800, -1.42146], [-4.21321, -1.82132, -1.71386], [-4.97400, -2.40100, -0.33017], [0.25399, -3.22566, 4.08554], [0.77776, -2.01890, 3.33867], [0.15787, -0.86461, 3.14382], [1.15682, -0.02756, 2.53806], [2.28326, -0.76359, 2.27019], [2.02739, -1.99438, 2.79739], [3.67432, -0.32387, 1.81297], [3.81284, 0.90454, 1.33439], [4.59756, -1.14244, 1.91287], [0.69025, 1.29354, 2.09641], [1.46345, 2.14516, 1.59344], [-0.59527, 1.47136, 2.23194], [0.68762, -4.17514, 3.78009], [-0.81945, -3.27587, 3.92544], [0.42842, -3.06570, 5.13222], [2.68779, -2.80912, 2.77229], [2.96679, 1.42137, 1.47110], [4.86972, 3.30326, -2.12331], [5.16165, 2.57871, -3.44069], [4.78441, 1.08690, -3.36432], [3.33256, 0.82604, -2.90316], [2.59123, 0.00919, -3.80225], [2.10666, -1.25272, -3.58663], [2.11673, -2.18481, -1.97885], [1.41670, -1.68531, -4.71050], [0.68681, -2.97812, -4.83253], [1.03406, -3.61599, -6.18734], [1.25189, -5.13402, -6.22550], [0.13184, -6.06155, -5.71792], [1.44442, -0.64238, -5.68411], [0.76906, -0.45479, -6.87242], [0.80986, 0.79372, -7.45146], [1.56245, 1.77150, -6.93500], [2.24078, 1.65887, -5.67377], [2.16524, 0.43680, -5.10166], [5.56228, 4.15092, -1.97335], [5.07047, 2.60546, -1.28541], [3.79063, 3.54059, -2.02631], [6.24032, 2.74537, -3.79422], [4.56622, 2.94650, -4.28394], [5.41396, 0.50721, -2.63629], [4.87993, 0.64015, -4.36413], [2.75999, 1.81728, -2.72142], [3.32109, 0.33079, -1.94199], [-0.38284, -2.73853, -4.71731], [0.99237, -3.60863, -4.00463], [1.94442, -3.13016, -6.58661], [0.16221, -3.31780, -6.86004], [2.16195, -5.30036, -5.63073], [1.53448, -5.43924, -7.24038], [-0.40214, -6.49518, -6.56202], [-0.52623, -5.48263, -5.07255], [0.51573, -6.84764, -5.08011], [0.28625, -1.29971, -7.40112], [0.35709, 0.95136, -8.42571], [1.65747, 2.72586, -7.47178], [2.72460, 2.51057, -5.24005], [-2.34158, -1.15579, 6.48374], [-2.96974, 0.22932, 6.80224], [-4.49240, 0.26249, 6.80590], [-2.40184, 1.47057, 6.06601], [-2.14936, 2.52458, 6.90862], [-1.98444, 3.82447, 6.37704], [-2.23826, 4.02784, 5.01712], [-2.59655, 2.98958, 4.12774], [-3.28002, 3.28888, 2.76938], [-2.29903, 4.04591, 1.84340], [-4.15105, 2.24731, 2.16481], [-2.42489, 1.63306, 4.62977], [-2.56552, 0.50128, 3.87880], [-3.05541, -1.85871, 6.88321], [-1.41958, -1.30043, 7.03339], [-2.18357, -1.27808, 5.41016], [-2.76434, 0.45456, 7.84232], [-4.91461, -0.00543, 5.82615], [-4.84098, 1.25688, 7.12357], [-4.94687, -0.37211, 7.55719], [-2.08504, 2.24834, 7.92528], [-1.62898, 4.65757, 6.99264], [-2.12097, 5.02917, 4.65469], [-3.98305, 4.08951, 3.11967], [-1.29770, 3.60497, 1.87604], [-2.10162, 5.11151, 2.13207], [-2.68865, 4.02183, 0.81739], [-3.61150, 1.40696, 1.75567], [-4.72110, 2.72101, 1.33054], [-4.87485, 1.77353, 2.81024]], "atomic_forces_ev_per_a": [[-0.44, 0.18, 1.33], [0.00, 0.28, -0.43], [1.20, 0.34, -1.82], [-0.04, 0.51, 2.45], [1.91, 0.96, -0.61], [-0.20, -0.20, -1.52], [-0.70, -0.17, -0.02], [-0.46, -0.30, -0.33], [-0.03, -0.49, 1.44], [0.16, 0.11, 0.13], [-1.30, -0.89, 0.94], [-0.33, 0.77, -0.91], [0.26, -1.27, -0.24], [1.28, 0.57, -1.04], [-0.95, -1.15, -0.18], [0.22, 1.45, 0.52], [0.33, -1.27, 0.43], [1.75, -1.91, -0.06], [-0.49, -0.85, 0.59], [-2.25, 1.83, -0.24], [0.89, 2.35, -0.83], [-1.23, -1.84, 0.95], [0.83, -0.37, -0.26], [0.22, 0.18, -0.13], [-0.13, -0.06, 0.10], [0.08, 0.00, 0.61], [-0.74, 1.32, 0.12], [0.09, 0.23, -0.27], [0.22, -0.46, 0.41], [0.80, -0.32, -0.63], [0.43, -0.58, 0.40], [-0.37, 2.12, 0.90], [-1.38, -1.22, -2.02], [-0.88, 0.10, -0.31], [0.06, 0.27, -0.06], [0.95, 0.93, 0.35], [0.60, 0.73, -0.22], [-1.54, 0.40, -1.25], [0.81, -0.18, 0.39], [0.23, 0.85, 0.01], [-0.03, 0.16, 1.28], [-0.42, -1.91, -0.13], [-0.34, -1.01, -1.64], [1.76, 2.77, 1.84], [-0.87, 0.44, -2.15], [-0.20, -1.74, 1.64], [-0.83, -0.09, -0.10], [0.05, 0.29, -0.31], [0.77, 0.42, -0.07], [-1.40, -0.54, 0.73], [0.02, 0.49, 0.25], [-0.15, 0.64, -0.86], [0.24, -0.01, 0.30], [0.75, -1.47, -0.55], [-0.01, -0.19, 0.17], [0.28, -0.27, -0.12], [0.10, 0.10, 0.19], [-0.47, -0.23, 0.15], [1.21, -0.56, 0.39], [-0.16, -0.11, -0.03], [-0.08, 0.26, 0.12], [-0.26, 0.03, 0.24], [-0.44, -0.07, -0.11], [0.18, -0.29, -0.13], [0.13, 0.75, 0.60], [-0.12, -0.09, 0.18], [-0.15, -0.43, 0.33], [0.27, 0.12, 0.13], [-0.70, 1.00, 0.16], [0.96, 0.15, -0.19], [-0.54, 0.37, -0.63], [-0.61, -1.01, -1.04], [0.32, 1.37, -1.74], [0.34, -0.65, -0.15], [0.02, -0.72, 0.54], [0.36, -2.51, 0.58], [0.78, 2.63, 2.25], [0.38, 0.21, -0.23], [-0.57, -0.04, -1.46], [-1.16, 1.75, 1.42], [0.25, -0.04, -0.96], [-0.11, -0.72, -0.18], [0.34, 0.09, -0.06], [-0.12, -0.19, 0.21], [0.48, -0.23, 0.31], [-0.02, 0.22, 0.21], [0.16, -0.07, -0.53], [0.24, -0.64, 0.10], [0.08, 0.44, 1.15], [-0.34, -0.33, -0.20], [-0.30, 0.44, -0.33], [0.22, -0.58, -0.44], [-0.34, -0.15, -0.27], [-0.67, -0.88, -0.11], [0.22, 0.20, 0.06], [0.40, -0.35, -0.53], [0.38, -0.39, 0.45], [-0.13, 0.19, 0.60]], "lowdin_charge": [-0.010, 0.074, -0.010, -0.672, 0.170, 0.834, 0.150, 0.119, 0.198, 0.138, 0.097, 0.041, -0.269, 0.172, -0.071, -0.049, 0.198, -0.421, 0.139, 0.100, -0.450, 0.086, 0.026, 0.093, 0.081, 0.092, 0.215, 0.075, -0.109, -0.263, -0.179, -0.189, -0.045, -0.679, 0.548, -0.035, -0.159, -0.201, -0.254, -0.093, -0.124, -0.013, -0.110, -0.075, 0.020, -0.135, 0.079, 0.076, 0.070, 0.132, 0.078, 0.128, 0.113, 0.149, 0.060, 0.127, 0.054, 0.122, 0.117, 0.109, 0.107, 0.072, 0.060, 0.067, 0.114, 0.118, 0.119, 0.098, -0.043, -0.355, -0.064, -0.125, -0.054, -0.063, -0.047, -0.105, -0.362, -0.056, -0.073, -0.183, -0.131, 0.069, 0.072, 0.045, 0.109, 0.085, 0.090, 0.073, 0.096, 0.104, 0.102, 0.148, 0.057, 0.092, 0.074, 0.020, 0.104, 0.094], "e_homo_ha": -0.359, "multiplicity": 1, "gap_ha": 0.2482, "de_lowest_kcal_mol": 0.0, "lumo_energy_ev": -3.019, "charge": 1, "e_tot_ha": -5126.503767}